Below is a cluster of 14 separate species, C4H34O14S2 in total in a non-equilibrium geometry, with properties calculated with the ωB97M-V functional and the def2-TZVPD basis.

Its spin multiplicity is 2. The LUMO energy (alpha / beta) comes out at -3.763 / -8.001 eV. For the energy above the lowest of the compared OMol25 structures with the same formula, charge and spin, the calculation gives 0.00 kJ/mol. For the HOMO energy (alpha / beta), the calculation gives -13.1721 / -13.1428 eV. For the gap between HOMO and LUMO (alpha / beta), the calculation gives 9.410 / 5.142 eV. As for the largest force on an atom: 1.1 eV Å⁻¹. The calculation puts the electronic energy at -2022.30073 hartree. As for the molar mass: 370.436 g mol⁻¹. The net charge is +1.

Cartesian coordinates (Å):
C (0.99130, 0.59100, -0.42835)
C (2.27399, -0.15601, -0.71828)
O (2.66599, -0.27534, -1.85115)
C (0.46359, 0.39381, 0.98091)
S (0.99188, 1.72383, 2.10260)
S (-0.35974, 3.17173, 1.99959)
C (-1.87417, 2.57035, 2.76803)
H (1.17353, 1.64213, -0.65290)
H (0.24278, 0.31059, -1.17480)
H (2.78428, -0.63769, 0.12741)
H (0.80764, -0.53665, 1.44082)
H (-0.62301, 0.32552, 0.97699)
H (-1.68686, 2.19883, 3.77305)
H (-2.32089, 1.78116, 2.15874)
H (-2.55401, 3.41940, 2.81692)
H (0.18141, -1.87768, 4.68611)
H (0.74505, -2.91243, 3.68733)
O (-0.05455, -2.65604, 4.17171)
H (-2.71705, -0.80187, -0.50111)
H (-1.82375, -1.96056, -1.09428)
O (-2.61781, -1.42596, -1.24347)
H (2.93265, -2.40436, 2.16634)
H (2.88579, -3.90984, 2.46393)
O (2.32594, -3.13672, 2.33682)
H (1.31939, -0.42517, -3.02703)
H (0.30728, -1.57098, -3.01367)
O (0.50231, -0.72493, -3.46766)
H (-0.49061, 2.94676, -1.98090)
H (0.51976, 2.64136, -3.06753)
O (0.34092, 3.30076, -2.37842)
H (-2.65321, 2.77714, -1.84846)
H (-2.01515, 1.36569, -2.23333)
O (-1.99919, 2.14108, -1.52836)
H (1.77896, 3.62646, -1.46195)
H (2.30055, 4.35465, -0.16920)
O (2.56211, 3.75258, -0.87600)
H (-2.54456, 1.27833, -0.16022)
H (-3.86420, 0.76649, 0.48483)
O (-2.90905, 0.64588, 0.51574)
H (-1.06106, -0.02022, -3.42151)
H (-2.32701, -0.46645, -2.66015)
O (-1.98805, 0.26947, -3.22299)
H (0.18336, -3.25442, -1.19385)
H (-0.45674, -3.81856, -2.48687)
O (-0.00697, -3.03921, -2.13720)
H (-2.10251, -1.63895, 1.92298)
H (-1.23728, -2.54256, 2.86569)
O (-1.70801, -2.51389, 2.00397)
H (1.08233, -3.48038, 1.05529)
H (-0.48884, -3.33101, 1.00508)
O (0.29493, -3.63517, 0.50248)
H (3.43467, 2.32465, -0.26890)
H (4.51328, 1.35389, -0.73193)
O (3.87862, 1.47949, -0.01288)